Computed, not measured: a molecular structure, C18H21Cl4N3O10P2SV, with ωB97M-V/def2-TZVPD.

LUMO level (spin up / spin down)	4.36 / 4.36	eV
HOMO-LUMO gap (spin up / spin down)	4.85 / 5.44	eV
energy relative to the best compared isomer or geometry (same formula, charge and spin)	44.2	kcal/mol
charge	-2
HOMO energy (spin up / spin down)	-0.49 / -1.08	eV
calculated total energy	-5481.317876	Ha
2S+1	4

Last column: Mulliken spin population.
Positions of all 60 atoms, in Å:
C1 1.78 -0.55 -4.91  0.002
H1 -2.77 -2.95 -1.32  0.000
O1 0.84 2.85 1.33  0.031
C2 3.02 -0.09 -4.53  0.006
C3 0.36 -2.80 -0.63  0.000
H2 -0.72 0.28 3.44  0.000
H3 -2.73 0.61 0.81  0.002
H4 -5.01 1.11 -0.05  0.000
H5 1.47 2.10 5.33  0.001
C4 -3.17 3.42 -1.71  -0.009
H6 -0.03 0.34 4.96  0.000
C5 -1.06 -2.21 -0.44  0.026
H7 -1.16 -1.34 -1.08  0.022
H8 0.06 -4.81 0.17  0.000
C6 2.07 1.59 4.58  0.000
C7 -2.90 1.39 0.07  0.061
C8 0.11 -4.31 -0.80  0.000
C9 -1.22 -1.78 0.99  -0.035
H9 -1.12 -4.08 -2.54  0.000
O2 -0.22 0.59 -2.07  -0.019
C10 0.78 0.37 -2.88  -0.010
P1 2.23 -0.08 2.34  0.003
O3 3.74 0.47 2.61  0.001
C11 -1.89 3.08 -1.19  0.035
C12 0.67 -0.31 -4.08  0.002
C13 1.20 1.09 3.43  0.007
N1 -1.80 2.04 -0.31  0.009
Cl1 -0.91 -0.92 -4.51  0.000
H10 -2.25 -3.29 1.06  -0.001
H11 -5.25 2.99 -1.72  0.005
Cl2 4.42 -0.37 -5.54  0.000
H12 3.99 0.92 1.79  0.000
H13 0.91 4.39 3.09  0.002
N2 -2.00 -3.31 -0.76  0.000
O4 -1.93 -2.64 1.74  -0.001
O5 2.16 1.57 -1.39  0.014
O6 0.41 3.75 3.60  -0.004
O7 -1.22 1.99 2.80  0.005
V1 0.27 1.72 -0.42  2.798
H14 2.80 2.30 4.21  0.000
S1 -0.40 3.82 -1.64  -0.017
H15 -1.74 -5.31 -1.42  0.000
O8 1.98 0.07 0.89  0.012
C14 -1.24 -4.34 -1.49  0.000
C15 3.17 0.62 -3.32  0.006
C16 2.08 0.90 -2.48  0.012
H16 -3.21 4.24 -2.42  0.000
H17 0.80 -2.38 -1.53  0.000
H18 0.89 -4.79 -1.39  0.000
O9 2.05 -1.36 3.12  0.000
Cl3 1.57 -1.43 -6.41  0.000
H19 0.56 -0.81 3.84  0.000
C17 -4.16 1.68 -0.40  -0.012
P2 0.19 2.46 2.63  0.047
H20 1.02 -2.55 0.20  0.002
H21 2.62 0.76 5.03  0.000
N3 0.15 0.14 3.98  -0.001
Cl4 4.73 1.21 -2.81  0.001
C18 -4.28 2.73 -1.32  0.026
O10 -0.73 -0.77 1.44  -0.024